Entry from OMol25: C20H23AsCl5F6MgN8O5 as an isolated structure (ωB97M-V/def2-TZVPD).

ORCA input file:
```
! wB97M-V def2-TZVPD RIJCOSX def2/J DEFGRID3
* xyz 0 2
As 0.28134 0.64175 -3.78754
Cl 2.78780 1.92303 4.70815
Cl 4.54229 4.19071 3.47416
Cl 0.29986 0.85639 3.10180
Cl 3.76346 5.43010 0.71983
Cl 1.21970 4.36011 -0.79443
Mg -0.13766 0.31062 -0.61391
F -0.78141 1.32048 -2.53659
F -0.76039 -0.74427 -3.80137
F -0.59119 1.36609 -5.05436
F 1.31151 2.00312 -3.59688
F 1.07201 -0.09507 -2.31992
F 1.42381 -0.14977 -4.77648
O -1.44461 3.57218 1.82794
O -0.10696 2.16364 0.55055
O 1.82206 0.32585 0.15968
O -5.93247 2.82205 1.14562
O -4.19953 3.86085 2.09663
N 0.88124 -3.84511 0.69435
N -2.18813 0.73398 -0.32043
N -1.51183 -3.62651 1.00529
N -0.61200 -4.12301 -1.19189
N -4.35536 1.07169 -0.24141
N 4.00032 0.90773 -0.12168
N 3.33845 -0.33181 1.69722
N -0.29280 -1.89985 -0.22849
C 1.25884 2.15467 2.49991
C -0.51467 -2.70269 -1.47249
C -0.25132 -4.08101 1.59372
C -1.41030 -2.20778 0.71559
C 1.68451 3.71419 0.72229
C -1.42248 2.60581 1.06420
C 2.36177 2.62523 3.19904
C 3.00163 0.30434 0.54190
C 3.14279 3.63778 2.64421
C -2.43591 1.81639 0.54382
C -3.60310 -0.64879 -1.85859
C -4.72744 2.92146 1.30349
C 0.63069 -4.56270 -0.56017
C 0.95056 -2.42459 0.40991
C 3.80152 1.78567 -1.26650
C 2.80276 4.18487 1.40736
C -3.36558 0.36228 -0.79068
C -1.71448 -4.34571 -0.25602
C 0.93293 2.68370 1.26300
C -3.82762 2.01597 0.63132
H 2.83011 1.59283 -1.70431
H -2.73011 -0.71633 -2.50546
H 1.79159 -2.22137 -0.25336
H 4.56207 1.58051 -2.01725
H -0.32005 -5.14843 1.80667
H -1.23853 -1.65376 1.64223
H -1.43284 -2.36357 -1.94713
H 2.62839 -0.84881 2.18432
H 3.85723 2.83473 -0.97141
H 0.31365 -2.51272 -2.15407
H -2.34216 -1.86012 0.27714
H -4.44837 -0.34127 -2.47325
H 1.08618 -1.88325 1.34742
H -3.21624 3.83330 2.08077
H -1.79526 -5.41296 -0.04610
H 1.46196 -4.38631 -1.24511
H 4.90822 0.91033 0.31138
H -0.08127 -3.54731 2.53115
H 4.29570 -0.48381 1.95901
H -3.83439 -1.63547 -1.45180
H 0.56834 -5.63127 -0.35064
H -2.64576 -4.00861 -0.71507
H -5.34303 1.01958 -0.43630
*
```

Computed properties:
energy relative to the best compared isomer or geometry (same formula, charge and spin): 59.7 kJ/mol
LUMO energy (alpha / beta): -0.0095 / -0.0095 Eh
⟨S²⟩: 0.77
total energy: -188481.4700 eV
F_max: 0.53 eV/Å
highest occupied orbital energy (alpha / beta): -0.2071 / -0.3256 Eh

Entry from OMol25: C20H23AsN3O2RhS as an isolated structure (ωB97M-V/def2-TZVPD).

ORCA input file:
```
! wB97M-V def2-TZVPD RIJCOSX def2/J DEFGRID3
* xyz 0 1
Rh -0.24098 -0.41963 -0.12527
As 3.14701 -0.36432 1.20154
S 2.04186 -1.17799 -0.43131
O 0.38975 1.50335 -0.16614
O -2.13655 0.25529 0.09817
N 0.25907 -0.40951 2.97679
N -1.07981 -2.23198 -0.31627
N -0.42887 -0.52057 -2.15870
C -3.90613 0.39326 1.61293
C -0.87378 -1.82750 -2.64959
C -0.63778 -2.86894 -1.54447
C -2.90107 -1.75932 1.17383
C -3.83152 -2.33869 2.05865
C -2.91419 -0.35879 0.93565
C -4.77375 -0.19419 2.49544
C 4.99548 -0.46411 0.66755
C 0.00794 -0.45145 1.84825
C -0.25827 0.46866 -2.94932
C 0.21430 2.73273 -3.63024
C 0.12231 1.80385 -2.57193
C -2.12466 -2.61425 0.32671
C -4.74476 -1.57869 2.73877
C 0.55830 4.04345 -3.43515
C 0.40244 2.23000 -1.23707
C 0.82464 4.46903 -2.12412
C 2.83091 1.47085 1.65559
C 0.74779 3.59877 -1.06985
C 3.02624 -1.41102 2.80931
H -1.94770 -1.77502 -2.85101
H 3.03021 -2.46228 2.52925
H 5.24502 -1.49535 0.42620
H 5.13891 0.15661 -0.21435
H 2.74220 2.04056 0.73309
H 1.08967 5.50304 -1.93851
H -0.40643 0.30575 -4.01994
H -0.00443 2.37990 -4.63263
H -3.80896 -3.41436 2.19660
H 0.93346 3.93171 -0.05657
H 5.62645 -0.11008 1.48189
H -3.92763 1.45842 1.42452
H 3.67644 1.80865 2.25451
H -1.21077 -3.77656 -1.75166
H 0.61524 4.73289 -4.26552
H -0.35853 -2.10285 -3.57261
H 1.89798 1.53878 2.20951
H -5.49857 0.42295 3.01247
H 0.42055 -3.12136 -1.46625
H -2.51142 -3.61678 0.13175
H 2.09223 -1.16528 3.31026
H 3.88812 -1.18499 3.43655
H -5.43796 -2.03263 3.43269
*
```

Computed properties:
energy relative to the best compared isomer or geometry (same formula, charge and spin): 40.9 kJ/mol
LUMO energy: 0.0115 Eh
total energy: -104361.7423 eV
F_max: 0.39 eV/Å
highest occupied orbital energy: -0.2773 Eh

Entry from OMol25: C20H23BCaN9O as an isolated structure in a non-equilibrium geometry (ωB97M-V/def2-TZVPD).

ORCA input file:
```
! wB97M-V def2-TZVPD RIJCOSX def2/J DEFGRID3
* xyz 2 2
Ca -0.71562 -0.85673 0.37985
O -2.81185 -1.25545 0.12644
N 2.13798 -1.05472 -0.61980
N 1.43629 -1.36503 0.49450
N 2.55115 0.27397 -2.75209
N -0.17606 1.20029 -0.27867
N 1.07170 1.18843 -0.81311
N -1.03220 -0.07327 2.64028
N -0.47174 -1.60522 -1.71390
N 3.01484 1.53645 -3.04439
N 0.30444 -0.68019 -2.32058
C 0.05436 1.37814 4.19616
C 0.05809 0.57307 3.07432
C -2.18328 0.05386 3.31683
C 3.32517 -1.69481 -0.60510
C -3.37172 -0.76413 2.88534
C -0.28350 2.33630 0.40763
C 0.90160 3.06751 0.34728
C 3.40266 -2.45002 0.54525
C 2.97860 -0.56351 -3.68808
C -1.14516 1.55549 4.87090
C -2.27407 0.89164 4.42590
C -1.38958 -1.96970 -2.60243
C 3.79832 0.17055 -4.60279
C -0.13873 -0.46218 -3.58016
C -4.23248 -0.11112 1.78936
C 2.19093 -2.20608 1.19697
C -3.55013 -0.05032 0.42291
C -1.22324 -1.27867 -3.80752
C 3.78889 1.48293 -4.11221
C 1.74225 2.29727 -0.42834
B 1.53126 -0.05377 -1.62545
H -4.00597 -0.93645 3.75333
H 4.26446 2.36339 -4.51230
H 0.96624 1.85566 4.52506
H 1.84589 -2.59959 2.14054
H 1.11616 4.01810 0.80349
H -3.21625 0.99839 4.94642
H -1.19293 2.18856 5.74711
H 2.75542 2.48921 -0.71975
H -4.29296 0.12369 -0.35497
H 0.31991 0.25445 -4.24215
H -2.81839 0.76130 0.38009
H 4.05517 -1.57970 -1.38955
H -1.20129 2.59340 0.91330
H -3.43974 -1.98115 0.04129
H 2.70910 -1.61077 -3.68876
H 4.27537 -0.18404 -5.50386
H -3.01696 -1.73780 2.54767
H -5.16001 -0.68122 1.70130
H 4.21332 -3.07840 0.86949
H 0.97141 0.42510 2.50692
H -2.11727 -2.72939 -2.36808
H -4.51161 0.90161 2.08463
H -1.80823 -1.36534 -4.70652
*
```

Computed properties:
energy relative to the best compared isomer or geometry (same formula, charge and spin): 87.1 kJ/mol
LUMO energy (alpha / beta): -0.2088 / -0.3717 Eh
⟨S²⟩: 0.77
total energy: -55676.0417 eV
F_max: 1.94 eV/Å
highest occupied orbital energy (alpha / beta): -0.5412 / -0.5412 Eh